[1]
Density functional theory data (ωB97M-V/def2-TZVPD) for a molecular structure, C5H8O in a non-equilibrium geometry.

Structure (XYZ):
```
14
Properties=species:S:1:pos:R:3:forces:R:3
C -1.69356 -0.62978 0.17645 -0.012 -0.074 -0.012
C -0.69574 0.39190 -0.30366 -0.439 -0.236 -0.203
O -0.11337 1.18080 0.77006 -0.483 0.239 -0.100
C 1.13049 0.91274 0.22072 -0.313 0.448 -0.207
C 1.52381 -0.68683 0.21416 -0.436 1.159 1.088
C 0.71423 -0.01101 -0.83085 -0.005 0.291 -0.425
H -2.48823 -0.14089 0.75023 0.128 -0.050 -0.090
H -1.21984 -1.38026 0.81516 -0.070 0.101 -0.076
H -2.14879 -1.13334 -0.68257 0.055 0.038 0.107
H -1.15141 1.09618 -1.00810 0.066 -0.172 0.017
H 1.86958 1.71411 0.09782 -0.127 -0.470 0.566
H 2.30707 -0.07930 0.68856 1.706 -1.336 -0.617
H 0.98972 -1.25469 0.97068 0.040 0.148 0.025
H 0.97604 0.02039 -1.87864 -0.111 -0.086 -0.074
```
Positions in Å, forces in eV/Å.

## Properties
ΔE to the lowest compared entry with this formula, charge and spin ... 402.22 kJ/mol
HOMO ... -8.5 eV
Total energy ... -270.40469 Eh
E_LUMO ... 1.12 eV
HOMO-LUMO gap ... 9.616 eV
Molar mass ... 84.12 g mol⁻¹


[2]
Density functional theory data (ωB97M-V/def2-TZVPD) for C5H8O in the gas phase in a non-equilibrium geometry.

Structure (XYZ):
```
14
Properties=species:S:1:pos:R:3:forces:R:3
C 0.56802 -1.43040 0.59231 0.449 -0.949 0.887
C 0.32228 -0.07252 -0.01695 0.281 0.322 -1.730
C 0.72388 -0.03338 -1.52795 -0.447 -1.260 0.243
C -1.10805 0.27175 0.09894 -1.360 0.410 0.734
C -2.25252 0.58792 0.34979 -0.038 -0.644 -0.327
H 1.60525 -1.82935 0.41982 -0.876 0.688 0.127
H 0.38992 -1.33857 1.68905 0.189 -0.229 -0.742
H -0.13245 -2.18136 0.19138 0.208 0.381 0.109
H 0.07939 -0.78235 -2.06198 0.667 0.756 0.204
H 1.79047 -0.28376 -1.67272 -0.507 -0.016 0.272
H 0.56371 0.95727 -1.92876 -0.216 0.229 -0.151
H 0.71832 1.75744 0.50643 0.124 -0.174 0.033
H -3.33522 0.68364 0.51877 1.311 0.137 -0.181
O 1.09986 0.88460 0.67015 0.215 0.350 0.522
```
Positions in Å, forces in eV/Å.

## Properties
ΔE to the lowest compared entry with this formula, charge and spin ... 208.16 kJ/mol
Structure (SMILES) ... C#CC(C)(C)O
HOMO ... -10.1 eV
Total energy ... -270.47861 Eh
E_LUMO ... 0.94 eV
HOMO-LUMO gap ... 11.044 eV
Molar mass ... 84.12 g mol⁻¹


[3]
Density functional theory data (ωB97M-V/def2-TZVPD) for C5H8O in the gas phase.

Structure (XYZ):
```
14
Properties=species:S:1:pos:R:3:forces:R:3
C 1.74274 -0.48565 0.31057 0.073 -0.040 0.038
C 0.51026 0.32211 -0.04334 0.116 0.017 0.036
C -0.58163 -0.25278 -0.98445 -0.010 -0.089 -0.208
C -1.68860 0.34541 -0.07823 -0.170 0.003 0.043
C -0.60497 0.48660 0.99245 -0.027 0.093 0.425
O -0.61727 0.54932 2.19246 0.017 -0.046 -0.562
H 2.19411 -0.11149 1.23357 -0.044 -0.016 -0.093
H 1.49399 -1.54011 0.46326 -0.018 0.110 0.016
H 2.49390 -0.42886 -0.48233 -0.083 -0.020 0.071
H 0.79380 1.32955 -0.37842 -0.071 -0.096 0.036
H -0.56049 0.07062 -2.02698 -0.013 -0.024 0.155
H -0.58901 -1.34726 -0.94738 0.015 0.165 -0.018
H -2.02789 1.32878 -0.42514 0.068 -0.143 0.081
H -2.55894 -0.26626 0.17398 0.146 0.087 -0.021
```
Positions in Å, forces in eV/Å.

## Properties
ΔE to the lowest compared entry with this formula, charge and spin ... 76.21 kJ/mol
Structure (SMILES) ... C[C@H]1CCC1=O
HOMO ... -9.4 eV
Total energy ... -270.52887 Eh
E_LUMO ... 0.92 eV
HOMO-LUMO gap ... 10.355 eV
Molar mass ... 84.12 g mol⁻¹


[4]
Density functional theory data (ωB97M-V/def2-TZVPD) for C5H8O in the gas phase.

Structure (XYZ):
```
14
Properties=species:S:1:pos:R:3:forces:R:3
O -0.91503 1.89558 -0.00591 0.152 0.141 -0.068
C -0.77293 0.62279 0.57407 -0.063 -0.219 0.240
C -1.11197 -0.63047 -0.29033 -0.089 -0.018 -0.094
C 0.33328 -1.09687 -0.14644 0.003 -0.292 -0.019
C 1.32191 -0.05237 -0.55859 0.083 0.040 -0.154
C 0.64250 0.07816 0.77129 0.086 0.162 0.250
H -0.16388 2.04015 -0.59437 -0.133 0.019 0.040
H -1.35303 0.65205 1.49957 0.087 -0.068 -0.114
H -1.51413 -0.44803 -1.29255 0.159 0.005 0.084
H -1.79172 -1.29529 0.25224 0.046 0.125 -0.137
H 0.63837 -2.13186 -0.03202 -0.034 0.173 0.053
H 1.12264 0.63830 -1.37978 -0.055 -0.160 0.108
H 2.36423 -0.35579 -0.49990 -0.185 0.035 -0.026
H 1.19975 0.08363 1.70273 -0.059 0.055 -0.164
```
Positions in Å, forces in eV/Å.

## Properties
ΔE to the lowest compared entry with this formula, charge and spin ... 182.75 kJ/mol
Structure (SMILES) ... O[C@H]1C[C@H]2C[C@H]21
HOMO ... -9.9 eV
Total energy ... -270.48829 Eh
E_LUMO ... 1.06 eV
HOMO-LUMO gap ... 10.951 eV
Molar mass ... 84.12 g mol⁻¹


[5]
Density functional theory data (ωB97M-V/def2-TZVPD) for 2 unconnected molecules or ions with the total composition C5H8O.

Structure (XYZ):
```
14
Properties=species:S:1:pos:R:3:forces:R:3
C 2.19243 0.52937 0.78911 -0.022 0.370 -0.080
O 1.91134 1.64673 0.43691 0.258 -0.474 0.204
C -0.03918 -0.87761 0.06396 -0.071 -0.137 0.085
C -1.09301 -0.46867 0.77514 0.044 -0.180 0.012
C -1.72137 0.26669 -0.38792 -0.171 0.128 -0.017
C -0.41433 -0.08372 -1.16980 0.048 -0.046 -0.173
H 1.97838 0.14966 1.80761 0.041 0.174 -0.081
H 2.68358 -0.19974 0.11082 -0.014 0.200 0.050
H -1.40734 -0.62416 1.80387 -0.001 -0.046 -0.190
H 0.77989 -1.56119 0.27614 -0.128 0.125 -0.012
H -1.96402 1.32706 -0.26653 0.106 -0.120 0.001
H -2.59579 -0.25842 -0.78745 0.065 0.149 0.048
H 0.21800 0.79545 -1.34672 -0.095 -0.228 0.032
H -0.52859 -0.64144 -2.10514 -0.061 0.084 0.122
```
Positions in Å, forces in eV/Å.

## Properties
ΔE to the lowest compared entry with this formula, charge and spin ... 270.89 kJ/mol
Structure (SMILES) ... C1=CCC1.C=O
HOMO ... -9.5 eV
Total energy ... -270.45472 Eh
E_LUMO ... 0.77 eV
HOMO-LUMO gap ... 10.296 eV
Molar mass ... 84.12 g mol⁻¹


[6]
Density functional theory data (ωB97M-V/def2-TZVPD) for C5H8O in the gas phase.

Structure (XYZ):
```
14
Properties=species:S:1:pos:R:3:forces:R:3
C 0.70645 -0.18871 1.87095 0.049 -0.037 0.043
C 0.58891 -0.03710 0.38829 -0.030 0.032 0.217
C -0.37529 1.46949 -1.11951 -0.263 -0.148 -0.074
C -0.76020 0.10037 -1.65283 0.038 0.007 -0.099
C -0.22754 -0.81217 -0.55321 -0.274 0.073 -0.018
O 1.18165 -0.95228 -0.49964 0.168 -0.042 -0.064
H 0.00133 0.48869 2.36545 0.110 -0.126 -0.077
H 1.71708 0.07365 2.19611 -0.108 -0.066 0.019
H 0.48581 -1.21522 2.17668 0.038 0.100 -0.054
H -1.12410 1.69099 -0.32731 0.082 -0.051 -0.154
H 0.76575 1.01267 0.00410 0.075 0.000 0.133
H -1.84743 -0.02096 -1.73945 0.122 -0.021 0.019
H -0.29214 -0.13097 -2.61421 -0.064 0.004 0.107
H -0.77266 -1.71157 -0.26255 0.057 0.274 0.004
```
Positions in Å, forces in eV/Å.

## Properties
ΔE to the lowest compared entry with this formula, charge and spin ... 534.56 kJ/mol
HOMO ... -8.5 eV
Total energy ... -270.35429 Eh
E_LUMO ... 0.16 eV
HOMO-LUMO gap ... 8.663 eV
Molar mass ... 84.12 g mol⁻¹


What did the third record say?
Density functional theory data (ωB97M-V/def2-TZVPD) for C5H8O in the gas phase.

Structure (XYZ):
```
14
Properties=species:S:1:pos:R:3:forces:R:3
C 1.74274 -0.48565 0.31057 0.073 -0.040 0.038
C 0.51026 0.32211 -0.04334 0.116 0.017 0.036
C -0.58163 -0.25278 -0.98445 -0.010 -0.089 -0.208
C -1.68860 0.34541 -0.07823 -0.170 0.003 0.043
C -0.60497 0.48660 0.99245 -0.027 0.093 0.425
O -0.61727 0.54932 2.19246 0.017 -0.046 -0.562
H 2.19411 -0.11149 1.23357 -0.044 -0.016 -0.093
H 1.49399 -1.54011 0.46326 -0.018 0.110 0.016
H 2.49390 -0.42886 -0.48233 -0.083 -0.020 0.071
H 0.79380 1.32955 -0.37842 -0.071 -0.096 0.036
H -0.56049 0.07062 -2.02698 -0.013 -0.024 0.155
H -0.58901 -1.34726 -0.94738 0.015 0.165 -0.018
H -2.02789 1.32878 -0.42514 0.068 -0.143 0.081
H -2.55894 -0.26626 0.17398 0.146 0.087 -0.021
```
Positions in Å, forces in eV/Å.

## Properties
ΔE to the lowest compared entry with this formula, charge and spin ... 76.21 kJ/mol
Structure (SMILES) ... C[C@H]1CCC1=O
HOMO ... -9.4 eV
Total energy ... -270.52887 Eh
E_LUMO ... 0.92 eV
HOMO-LUMO gap ... 10.355 eV
Molar mass ... 84.12 g mol⁻¹


Copy entry 5 word for word.
Density functional theory data (ωB97M-V/def2-TZVPD) for 2 unconnected molecules or ions with the total composition C5H8O.

Structure (XYZ):
```
14
Properties=species:S:1:pos:R:3:forces:R:3
C 2.19243 0.52937 0.78911 -0.022 0.370 -0.080
O 1.91134 1.64673 0.43691 0.258 -0.474 0.204
C -0.03918 -0.87761 0.06396 -0.071 -0.137 0.085
C -1.09301 -0.46867 0.77514 0.044 -0.180 0.012
C -1.72137 0.26669 -0.38792 -0.171 0.128 -0.017
C -0.41433 -0.08372 -1.16980 0.048 -0.046 -0.173
H 1.97838 0.14966 1.80761 0.041 0.174 -0.081
H 2.68358 -0.19974 0.11082 -0.014 0.200 0.050
H -1.40734 -0.62416 1.80387 -0.001 -0.046 -0.190
H 0.77989 -1.56119 0.27614 -0.128 0.125 -0.012
H -1.96402 1.32706 -0.26653 0.106 -0.120 0.001
H -2.59579 -0.25842 -0.78745 0.065 0.149 0.048
H 0.21800 0.79545 -1.34672 -0.095 -0.228 0.032
H -0.52859 -0.64144 -2.10514 -0.061 0.084 0.122
```
Positions in Å, forces in eV/Å.

## Properties
ΔE to the lowest compared entry with this formula, charge and spin ... 270.89 kJ/mol
Structure (SMILES) ... C1=CCC1.C=O
HOMO ... -9.5 eV
Total energy ... -270.45472 Eh
E_LUMO ... 0.77 eV
HOMO-LUMO gap ... 10.296 eV
Molar mass ... 84.12 g mol⁻¹